ORCA calculation (ωB97M-V with the def2-TZVPD basis set) on an isolated molecule of C25H29N5O3.

ORCA input file:
```
! RIJCOSX wB97M-V def2-TZVPD def2/J DEFGRID3
* xyz 0 1
C -2.52361 -0.33937 3.65982
N -1.40243 0.19063 2.91337
C -0.18948 0.38386 3.67280
C -0.25795 1.61960 4.59508
C -0.59682 2.84756 3.81985
C -1.87334 3.37856 3.56132
N -1.80087 4.43063 2.77030
N -0.51104 4.60073 2.51499
C 0.25586 3.67100 3.11208
C -1.60129 0.56116 1.62760
O -2.69438 0.44235 1.09713
C -0.39623 1.08111 0.85889
C -0.77240 1.55975 -0.55142
C -0.07499 2.87817 -0.86661
O 0.39041 3.61223 -0.01283
N -0.09057 3.23372 -2.16690
C -0.41556 2.28908 -3.20633
C 0.11549 0.92802 -2.73818
N -0.54060 0.49660 -1.52640
C -1.71521 -0.32550 -1.77342
C -1.31572 -1.67432 -2.30329
C -2.06584 -2.32077 -3.27639
C -1.68458 -3.57026 -3.73545
C -0.53888 -4.17507 -3.25541
C 0.22583 -3.52525 -2.29151
O 1.32618 -4.18869 -1.80894
C 2.43670 -3.49080 -1.41860
C 2.83717 -2.29723 -2.01144
C 4.00622 -1.68516 -1.59848
C 4.78771 -2.25376 -0.60725
C 4.39793 -3.45178 -0.03162
C 3.22872 -4.07000 -0.43101
C -0.17677 -2.28961 -1.80472
H -2.83457 0.34953 4.44665
H -2.25076 -1.29656 4.10889
H -3.35156 -0.48245 2.96900
H 0.65748 0.48723 2.99620
H -0.02787 -0.51014 4.28605
H -1.00936 1.45766 5.36943
H 0.71303 1.73474 5.08055
H -2.82278 3.03829 3.92374
H -0.21124 5.28823 1.84274
H 1.32133 3.65933 3.00338
H 0.04487 1.92552 1.39044
H 0.34563 0.28487 0.77146
H -1.84384 1.82742 -0.53374
H 0.34252 4.11348 -2.40381
H -1.50201 2.23368 -3.35017
H 0.04546 2.60012 -4.14470
H 1.18918 1.03083 -2.53640
H -0.02391 0.16563 -3.50561
H -2.42290 0.15342 -2.47059
H -2.23463 -0.45514 -0.82020
H -2.95476 -1.84942 -3.66944
H -2.27842 -4.07239 -4.48464
H -0.22302 -5.14305 -3.61112
H 2.23878 -1.85870 -2.79649
H 4.31092 -0.75838 -2.06230
H 5.69875 -1.76936 -0.29006
H 5.00623 -3.90680 0.73596
H 2.91213 -5.00428 0.00594
H 0.39569 -1.79050 -1.03818
*
```

As for the frontier orbital gap: 0.330 Ha. For the maximum force, the calculation gives 0.91 eV/A. The calculation puts the LUMO energy at 0.61 eV. The structure (SMILES) is CN(CCc1cn[nH]c1)C(=O)C[C@H]1C(=O)NCCN1Cc1cccc(Oc2ccccc2)c1.

ORCA calculation (ωB97M-V with the def2-TZVPD basis set) on an isolated molecule of C25H29N5O5.

ORCA input file:
```
! RIJCOSX wB97M-V def2-TZVPD def2/J DEFGRID3
* xyz 0 1
C 4.05258 0.96729 -1.58148
O 2.64739 0.99444 -1.61322
C 1.96835 0.35206 -0.61868
C 2.54893 -0.31563 0.44840
C 1.75412 -0.91799 1.41156
C 0.37005 -0.88254 1.32527
O -0.47271 -1.44276 2.23699
C 0.05317 -1.79981 3.49369
C -0.21782 -0.22520 0.23440
C -1.72319 -0.03590 0.19685
C -2.37526 -0.21587 -1.16058
C -2.79571 -1.62801 -1.42156
O -3.95933 -1.97473 -1.37575
N -1.79691 -2.53465 -1.57723
C -0.47361 -2.31328 -1.98171
C -0.17094 -1.46380 -3.03304
C 1.13812 -1.31255 -3.45816
C 2.14555 -2.02105 -2.83496
C 1.86010 -2.87498 -1.78071
C 0.55318 -3.03216 -1.34581
O 0.15110 -3.84854 -0.33059
C 1.13635 -4.51432 0.41955
C -2.74440 0.82425 -1.92230
C -3.40942 0.69649 -3.25520
N -2.48072 2.13233 -1.52602
C -2.18678 2.36230 -0.21667
N -2.09309 3.50511 0.43487
C -1.77622 3.11035 1.69413
C -1.46737 4.02663 2.82028
C 0.04965 4.24969 2.95903
C 0.87432 2.95475 2.86125
O 0.42462 1.92076 3.69545
N -1.69183 1.80480 1.83270
N -1.96447 1.32510 0.60712
C 0.57846 0.39920 -0.70247
H 4.43541 -0.05751 -1.62693
H 4.37856 1.51290 -2.46565
H 4.44592 1.46204 -0.68729
H 3.62022 -0.36594 0.56106
H 2.23795 -1.40212 2.24512
H 0.58275 -0.95893 3.95111
H -0.80765 -2.06258 4.10653
H 0.71937 -2.66661 3.42365
H -2.17709 -0.70974 0.93301
H -2.05671 -3.50217 -1.42823
H -0.97230 -0.93167 -3.52032
H 1.36578 -0.64830 -4.27658
H 3.16675 -1.91814 -3.16943
H 2.66455 -3.41396 -1.30590
H 1.68384 -5.24170 -0.18911
H 1.84215 -3.80577 0.86404
H 0.59982 -5.03808 1.20921
H -2.74955 1.05700 -4.04510
H -3.67141 -0.33842 -3.45053
H -4.32060 1.29295 -3.27586
H -2.81119 2.90483 -2.08061
H -1.84897 3.57845 3.73939
H -1.96098 4.98377 2.65536
H 0.23576 4.72402 3.92393
H 0.39440 4.92136 2.17134
H 1.90394 3.16545 3.16590
H 0.89409 2.61411 1.81488
H -0.43455 1.63081 3.34265
H 0.13355 0.94215 -1.52104
*
```

As for the frontier orbital gap: 0.314 Ha. For the maximum force, the calculation gives 1.12 eV/A. The calculation puts the LUMO energy at 0.59 eV. The structure (SMILES) is COc1ccc(OC)c([C@@H]2C(C(=O)Nc3ccccc3OC)=C(C)Nc3nc(CCCO)nn32)c1.

ORCA calculation (ωB97M-V with the def2-TZVPD basis set) on a cluster of 2 separate species, C25H29N7O2 in total.

ORCA input file:
```
! RIJCOSX wB97M-V def2-TZVPD def2/J DEFGRID3
* xyz 0 1
C -7.35053 -0.99891 1.24390
C -6.22606 -1.74759 0.88943
C -5.15633 -1.13668 0.22533
C -5.19258 0.23137 -0.09535
C -4.07344 0.87256 -0.80970
C -2.84036 0.24624 -1.28432
C -2.09655 1.21446 -1.92414
C -0.82537 1.27882 -2.61306
N -0.10551 0.10368 -2.74209
C 1.14109 -0.11531 -3.32833
C 2.11058 0.86032 -3.54527
C 3.33117 0.51778 -4.11868
N 3.63309 -0.74329 -4.45860
C 2.71636 -1.69594 -4.23981
C 1.46935 -1.41797 -3.67910
N -0.39661 2.40551 -3.10571
C -1.19145 3.53554 -2.96781
N -2.35794 3.56503 -2.36698
N -2.80046 2.39497 -1.84964
C -3.99454 2.19412 -1.18309
C -6.33201 0.97065 0.27359
C -7.40272 0.36168 0.93586
H -8.18095 -1.47302 1.75918
H -6.18216 -2.80567 1.13019
H -4.29719 -1.74306 -0.03707
H -2.56671 -0.79603 -1.15722
H -0.62328 -0.71272 -2.45115
H 1.95533 1.89535 -3.27415
H 4.06980 1.29606 -4.28398
H 2.95420 -2.72022 -4.51006
H 0.77096 -2.23170 -3.53067
H -0.82199 4.46631 -3.38883
H -4.73007 2.96817 -1.00638
H -6.40605 2.02847 0.04923
H -8.27531 0.94709 1.21036
C 2.79745 1.89533 3.76587
N 1.81892 0.88011 4.15858
C 1.64355 -0.33801 3.63484
O 0.77825 -1.07304 4.09479
C 2.49866 -0.81275 2.45031
N 3.08309 -2.13024 2.77229
C 4.33797 -2.54955 2.60967
C 5.39837 -1.59863 2.09037
O 4.64613 -3.69634 2.88990
C 1.63970 -0.88749 1.16729
C 0.92258 0.43282 0.84992
C 2.48918 -1.24539 -0.05766
H 2.61244 2.22290 2.74113
H 2.71735 2.75936 4.42801
H 3.81009 1.49444 3.84307
H 1.20061 1.09564 4.92672
H 3.29090 -0.09147 2.27532
H 2.45818 -2.81195 3.18032
H 5.12413 -1.24647 1.09978
H 6.34570 -2.13299 2.03024
H 5.50010 -0.76162 2.77708
H 0.88074 -1.66105 1.29292
H 1.64799 1.23417 0.70695
H 0.33818 0.32058 -0.06128
H 0.23281 0.69846 1.65092
H 1.84598 -1.32392 -0.92935
H 3.24180 -0.47814 -0.23777
H 2.97340 -2.21081 0.08391
*
```

As for the frontier orbital gap: 0.308 Ha. For the maximum force, the calculation gives 2.15 eV/A. The calculation puts the LUMO energy at -0.03 eV. The structure (SMILES) is c1ccc(-c2cc3c(Nc4ccncc4)ncnn3c2)cc1.CNC(=O)[C@@H](NC(C)=O)C(C)C.